[1]
Formula: C31H49ClO2P2Tl
Source: the OMol25 dataset
Level of theory: ωB97M-V with the def2-TZVPD basis set

Last column: Löwdin charge in e.
Cartesian coordinates (Å):
Tl -1.89650 -1.62389 -1.71617  1.01
C -0.93415 -2.15631 2.36985  -0.18
C -1.01147 -3.06943 1.27908  -0.16
C 1.17114 -2.35449 1.45122  -0.14
C 0.42202 -1.76634 2.51446  -0.04
C 0.28854 -3.18372 0.70583  -0.19
C -2.07967 -1.69091 3.18271  -0.03
H -2.98763 -1.56150 2.57059  0.08
H -1.85201 -0.71981 3.64549  0.08
H -2.31447 -2.40731 3.98759  0.10
C 0.98201 -0.87736 3.54113  0.04
H 0.24603 -0.64471 4.31928  0.10
H 1.32685 0.07256 3.08979  0.09
H 1.85714 -1.33812 4.02212  0.13
C 2.60551 -2.12183 1.19644  0.00
H 3.23380 -2.80878 1.78803  0.11
H 2.88652 -1.08943 1.45935  0.09
H 2.85245 -2.27647 0.13730  0.07
C 0.64046 -3.99939 -0.48291  -0.04
H 0.72380 -5.06825 -0.21960  0.11
H 1.60462 -3.67689 -0.90044  0.08
H -0.11331 -3.91237 -1.28520  0.03
C -2.24719 -3.74261 0.82433  -0.05
H -2.62769 -4.45717 1.57448  0.12
H -2.09164 -4.29653 -0.11084  0.07
H -3.05932 -3.02199 0.64025  0.07
C -3.26102 0.41502 -2.17527  -0.19
C -4.02510 -0.50931 -1.46252  -0.23
C -5.13073 -1.27616 -2.15095  -0.15
C -4.78614 -2.57993 -2.95365  -0.15
C -3.34939 -2.76689 -3.35545  -0.23
C -2.65082 -1.83786 -4.11928  -0.19
C -3.27911 -0.56433 -4.64071  -0.15
C -3.50288 0.63106 -3.65003  -0.15
H -5.69097 -0.59487 -2.81852  0.12
H -5.43968 -2.57953 -3.84847  0.14
H -5.86777 -1.55647 -1.37939  0.13
H -4.53679 1.00000 -3.79188  0.13
H -2.66289 1.16493 -1.64370  0.11
H -4.00719 -0.53071 -0.36115  0.12
H -2.86286 1.46766 -3.98731  0.12
H -2.63964 -0.17126 -5.44963  0.12
H -1.71597 -2.09921 -4.64133  0.13
H -4.25252 -0.76511 -5.12270  0.13
H -5.10201 -3.43784 -2.33302  0.12
H -2.96583 -3.78726 -3.25159  0.12
P -1.11950 2.21208 1.40055  0.78
C -0.70468 2.81852 3.10645  -0.31
H -1.18527 3.80274 3.21755  0.03
H 0.38330 2.91843 3.20354  0.03
H -1.08821 2.12548 3.86720  0.02
C -0.41031 3.71827 0.60984  -0.29
H -0.55652 4.55120 1.30908  0.04
H -0.92584 3.93053 -0.33323  0.03
H 0.67197 3.57149 0.42369  0.01
C -2.86743 2.79993 1.50968  -0.35
H -3.32608 2.81027 0.51255  0.01
H -2.85095 3.81212 1.93902  0.03
H -3.42580 2.12378 2.17287  0.02
P 2.23853 0.79812 -2.11084  0.79
C 2.37712 -0.81322 -3.00359  -0.34
H 2.78605 -0.66706 -4.01736  0.04
H 1.36931 -1.25361 -3.07561  0.00
H 3.00600 -1.49666 -2.41300  0.02
C 1.47195 1.80076 -3.45877  -0.31
H 0.50707 1.34641 -3.74786  0.01
H 2.14799 1.87149 -4.33185  0.04
H 1.26155 2.80557 -3.05574  0.04
C 3.95735 1.41173 -2.20166  -0.31
H 4.29463 1.52803 -3.24484  0.04
H 4.61119 0.71821 -1.65602  0.04
H 3.99418 2.36548 -1.65676  0.02
Cl 7.45026 2.41865 4.85723  0.68
C 6.06403 2.38177 3.85384  -0.69
C 6.17302 2.67242 2.47897  -0.09
C 5.03402 2.64213 1.67685  -0.02
C 3.79132 2.27936 2.21255  -0.14
C 3.69033 1.98413 3.58174  -0.03
C 4.81717 2.05105 4.41007  -0.10
C 2.56944 2.24131 1.33540  -0.62
O 2.54215 3.04930 0.35471  -0.08
O 1.64503 1.43576 1.66666  -0.14
H 7.14793 2.93726 2.07013  0.11
H 5.10651 2.90552 0.61983  0.11
H 2.72432 1.72448 3.99929  0.10
H 4.73035 1.83793 5.47025  0.10

Values from the calculation:
ΔE to the lowest compared entry with this formula, charge and spin: 2.015 eV
LUMO (alpha / beta): -5.96 / -6.02 eV
F_max: 5.41 eV/Å
Orbital gap (alpha / beta): 3.65 / 3.56 eV
Total charge: +1

[2]
Formula: H10O5
Source: the OMol25 dataset
Level of theory: ωB97M-V with the def2-TZVPD basis set

Last column: natural (NBO) charge in e.
Cartesian coordinates (Å):
O 1.31099 1.02707 1.87840  -0.99
H 0.74022 0.35784 1.50080  0.46
H 0.80091 1.39953 2.59765  0.44
O 1.31901 -1.78676 1.11526  -0.90
H 1.52913 -2.07991 0.22861  0.47
H 0.59877 -2.35369 1.39110  0.48
O -2.12939 0.19661 -0.64201  -0.90
H -1.59680 -0.31475 -1.25117  0.44
H -2.94802 0.35372 -1.11253  0.46
O -0.01543 0.11114 0.43724  -0.96
H -0.07417 0.47363 -0.44672  0.47
H 0.67931 -0.54498 0.38189  0.46
O 0.10037 1.06491 -1.67564  -0.89
H -0.16975 0.29156 -2.17081  0.46
H -0.14515 1.80402 -2.23212  0.50

Values from the calculation:
ΔE to the lowest compared entry with this formula, charge and spin: 4.093 eV
LUMO: -0.03 eV
F_max: 4.32 eV/Å
Orbital gap: 8.54 eV
SMILES: O.O.O.O.O
Total charge: 0

[3]
Formula: C4H4Cl2DyIrN2O3S
Source: the OMol25 dataset
Level of theory: ωB97M-V with the def2-TZVPD basis set

Last column: Löwdin charge in e.
Cartesian coordinates (Å):
Ir -0.58634 -0.46402 -2.99169  0.95
Dy 0.16375 -0.23280 -0.35806  1.01
Cl -1.48244 -2.06817 -1.17254  0.14
Cl -1.28247 1.58719 -1.67174  0.14
C 1.14078 1.68766 0.70840  -0.16
C -0.09468 -2.01436 -3.90219  -0.23
C -0.00970 0.69132 -4.33746  -0.21
O 1.70742 2.53771 1.25139  0.25
O 0.21703 -2.93474 -4.53250  0.31
O 0.35033 1.34422 -5.22290  0.31
N 0.00666 1.18105 4.40021  0.24
C 0.00086 -0.00770 3.77739  -0.62
N 0.00457 -1.18088 4.42170  0.28
S -0.14166 -0.14096 2.07324  0.89
H 0.00138 1.26070 5.41414  0.18
H 0.00211 2.04328 3.83343  0.16
H -0.00008 -2.02826 3.83813  0.16
H 0.00237 -1.26085 5.42495  0.19

Values from the calculation:
LUMO (alpha / beta): -16.64 / -19.97 eV
F_max: 8.10 eV/Å
Orbital gap (alpha / beta): 8.19 / 5.40 eV
Total charge: +4
Multiplicity: 10